Record 1
C8H16Cl2N2ReS as an isolated structure in a non-equilibrium geometry, computed with ωB97M-V with the def2-TZVPD basis set.

Geometry (Å):
Re: -0.3992 -0.5285 0.3598
Cl: -1.3509 1.0248 1.7976
Cl: 0.4823 -2.3822 -0.8727
C: -1.8375 -0.6453 -0.8212
H: -1.8461 -1.2608 -1.7306
H: -2.7008 0.0271 -0.7750
C: 0.9585 0.6222 -0.5914
C: -0.3049 0.5821 -1.3067
H: 1.6376 -0.1969 -0.8546
C: -1.1098 1.9129 -1.3960
H: -0.2303 0.2003 -2.3475
C: -0.2506 3.1716 -1.5048
H: -1.7562 1.7844 -2.2710
H: -1.7542 1.9989 -0.5096
C: 0.8452 3.1568 -0.4467
H: 0.2099 3.1921 -2.4961
H: -0.8572 4.0721 -1.4100
C: 1.7178 1.9229 -0.7399
H: 1.4731 4.0603 -0.4849
H: 0.4041 3.0481 0.5578
H: 2.0354 1.9366 -1.8036
H: 2.6294 1.8908 -0.1332
N: -0.3156 -3.9960 3.4745
C: 0.3008 -3.2815 2.4884
N: 1.0222 -3.9129 1.5830
S: 0.2136 -1.5661 2.5864
H: -0.4959 -4.9770 3.3099
H: -0.9581 -3.4941 4.0634
H: 1.1911 -3.4280 0.6777
H: 1.0462 -4.9345 1.5970

gap between HOMO and LUMO (alpha / beta)	6.62 / 8.42	eV
⟨S²⟩	3.7692
spin multiplicity	4

natural (NBO) population analysis, charges in e, atoms 1 to 6: 0.93 -0.37 -0.47 -0.57 0.21 0.21



Record 2
C8H16Cl2N2STb as an isolated structure in a non-equilibrium geometry, computed with ωB97M-V with the def2-TZVPD basis set.

Geometry (Å):
Tb: 0.7244 -0.3771 0.9806
Cl: 0.6229 -2.8390 0.3804
Cl: 1.7440 1.8002 1.8025
C: 2.2315 -0.1540 -0.7312
H: 2.9423 0.6273 -0.5149
H: 2.6979 -1.0752 -1.1627
C: -0.6874 0.5266 -0.8304
C: 0.7046 0.3554 -1.3580
H: -1.1832 0.6254 0.2136
C: 0.6123 -0.5929 -2.6291
H: 1.0906 1.3842 -1.7990
C: -0.4519 -0.1693 -3.6131
H: 1.5881 -0.6203 -3.1199
H: 0.4497 -1.6400 -2.2924
C: -1.7889 -0.1223 -2.9104
H: -0.2335 0.8511 -3.9873
H: -0.5300 -0.8327 -4.4615
C: -1.7080 0.9840 -1.8198
H: -2.5923 0.0794 -3.6191
H: -1.9863 -1.1021 -2.4269
H: -1.3498 1.9635 -2.2075
H: -2.6985 1.1805 -1.3845
N: 0.1082 1.0761 4.7017
C: -0.2829 -0.1649 4.3339
N: 0.1029 -1.1800 5.0931
S: -1.2587 -0.4433 2.9516
H: 0.6750 1.1906 5.5490
H: 0.0262 1.8363 4.0792
H: -0.1656 -2.1123 4.8121
H: 0.5962 -1.0551 5.9697

charge	-1
gap between HOMO and LUMO (alpha / beta)	4.17 / 4.32	eV
⟨S²⟩	12.6223
spin multiplicity	7

Mulliken population analysis, charges in e, atoms 1 to 6: 0.36 -0.60 -0.62 -0.94 0.25 0.13



Record 3
C8H16Cl2O24S4Ti as an isolated structure in a non-equilibrium geometry, computed with ωB97M-V with the def2-TZVPD basis set.

Geometry (Å):
Ti: -0.2277 0.5459 0.7698
Cl: 0.6516 3.9878 4.4811
O: 1.6520 3.8998 3.4931
O: 1.2709 4.1633 5.7577
O: -0.0992 5.1675 4.1621
O: -0.2599 2.9022 4.3428
Cl: -2.6447 5.1740 -2.0537
O: -2.9246 4.7272 -3.3971
O: -1.2882 4.7822 -1.5913
O: -2.6849 6.5929 -2.1115
O: -3.6821 4.9633 -1.0421
C: -0.5963 -0.5733 -7.2175
C: -2.2483 -0.7247 -7.1852
O: -2.5577 -1.7674 -6.2947
S: -1.3551 -1.8819 -5.1399
O: -1.2388 -3.2174 -4.6701
O: -1.5498 -0.8390 -4.1088
O: -0.1523 -1.5350 -6.2332
H: -0.3175 0.4804 -7.2100
H: -0.2064 -1.0177 -8.1333
H: -2.7169 -1.0990 -8.0955
H: -2.6744 0.2286 -6.8725
C: 5.5828 4.4610 -2.4359
C: 4.7269 4.5287 -3.6300
O: 4.4188 3.1567 -4.0531
S: 4.8677 2.0161 -2.8707
O: 6.1365 1.3505 -3.1309
O: 3.7404 1.1867 -2.5777
O: 5.1784 3.2575 -1.7870
H: 5.0375 5.1741 -1.8176
H: 6.6392 4.7031 -2.5521
H: 5.1669 5.0842 -4.4583
H: 3.7950 4.9050 -3.2081
C: -6.5280 -4.4055 1.2750
C: -6.8196 -4.3219 2.8088
O: -5.6214 -4.0253 3.4534
S: -4.2174 -4.2956 2.5808
O: -3.4949 -5.4319 3.1180
O: -3.5676 -3.0520 2.1436
O: -5.0898 -4.8697 1.2810
H: -6.6492 -3.3979 0.8773
H: -7.1288 -5.0683 0.6522
H: -7.4305 -5.1207 3.2294
H: -7.4314 -3.4621 3.0817
C: 2.8439 -3.3182 6.8624
C: 2.5960 -1.8371 6.8604
O: 3.6574 -1.3666 6.0044
S: 3.8634 -2.3283 4.6572
O: 5.2492 -2.3390 4.1636
O: 2.7889 -2.1399 3.6368
O: 3.5563 -3.6046 5.6214
H: 1.9579 -3.9499 6.9262
H: 3.5472 -3.6820 7.6116
H: 2.7290 -1.2528 7.7708
H: 1.7492 -1.5139 6.2551

charge	-1
gap between HOMO and LUMO (alpha / beta)	4.65 / 5.81	eV
⟨S²⟩	3.7505
spin multiplicity	4

natural (NBO) population analysis, charges in e, atoms 1 to 6: 1.00 2.59 -0.91 -0.86 -0.90 -0.91



Record 4
A 2-piece molecular cluster, C8H16ClNO4S overall in a non-equilibrium geometry, computed with ωB97M-V with the def2-TZVPD basis set.

Geometry (Å):
C: 1.1951 2.6719 1.6507
C: -0.2649 2.9885 0.9644
C: -0.9237 4.4734 1.3497
N: -2.4286 4.1633 1.4621
C: -2.4612 2.8017 2.1792
O: -3.1938 2.5421 3.2651
C: -1.4735 1.8766 1.2540
Cl: -0.9507 0.1946 1.8490
H: 1.1493 1.9832 2.6024
H: 1.6636 3.7321 1.9294
H: 1.9065 2.1261 0.8819
H: -0.2518 3.0550 -0.2042
H: -0.4934 4.8244 2.3907
H: -0.8855 5.2821 0.4752
H: -2.6541 3.8273 0.4871
H: -2.0265 1.7516 0.2084
C: 2.8174 -3.7119 -2.3929
C: 1.4390 -3.3335 -2.9016
O: 0.4350 -3.6187 -1.9389
S: 0.2375 -2.5949 -0.6861
C: -1.3276 -3.2234 -0.1319
O: 0.0410 -1.2554 -1.1992
O: 1.2329 -2.8947 0.3201
H: 3.1217 -3.0649 -1.5650
H: 3.5623 -3.6169 -3.1880
H: 2.8244 -4.7405 -2.0188
H: 1.4029 -2.2808 -3.2029
H: 1.2095 -3.9312 -3.7895
H: -2.0730 -3.0528 -0.9104
H: -1.6047 -2.6855 0.7770
H: -1.2250 -4.2887 0.0826

gap between HOMO and LUMO	10.09	eV
spin multiplicity	1
SMILES string	C[C@@H]1CNC(=O)[C@@H]1Cl.CCOS(C)(=O)=O

natural (NBO) population analysis, charges in e, atoms 1 to 6: -0.65 -0.24 -0.24 -0.65 0.67 -0.50